# 1
{"formula": "C20H41Br2NO7PS5", "method": "the ωB97M-V functional and the def2-TZVPD basis", "symbols": ["C", "C", "C", "C", "Br", "C", "C", "C", "C", "O", "Br", "N", "C", "P", "C", "O", "H", "H", "H", "H", "H", "H", "H", "H", "H", "H", "H", "C", "S", "O", "C", "H", "H", "H", "H", "H", "H", "C", "S", "O", "C", "H", "H", "H", "H", "H", "H", "C", "S", "O", "C", "H", "H", "H", "H", "H", "H", "C", "S", "O", "C", "H", "H", "H", "H", "H", "H", "C", "S", "O", "C", "H", "H", "H", "H", "H", "H"], "positions_angstrom": [[-3.01936, 2.02759, -0.16883], [-1.78884, 1.19985, -0.29562], [-1.35944, -0.07453, 0.63937], [-2.36296, -1.13065, 1.38902], [-4.34784, -0.93721, 1.25480], [-1.69376, -2.37418, 2.25114], [-0.03403, -2.53604, 2.31549], [0.65743, -3.79651, 3.12513], [1.34424, -3.38531, 4.55969], [2.54457, -2.77970, 4.60901], [0.29770, -3.87625, 6.24089], [0.85362, -1.52204, 1.59402], [0.27938, -0.36171, 0.80035], [1.59115, 0.80363, -0.03994], [2.49367, 1.61900, 1.47316], [2.73858, -0.16382, -0.98077], [-3.44135, 2.50093, 0.82116], [-3.59150, 2.26919, -1.18861], [-1.01354, 1.53065, -1.13735], [-2.32911, -3.20596, 2.81980], [1.54497, -4.20259, 2.43834], [-0.15969, -4.64227, 3.22242], [1.90763, -1.65180, 1.63665], [3.11443, 2.56935, 1.17813], [1.62640, 1.89194, 2.23929], [3.12861, 0.77800, 1.98964], [3.60590, -0.02003, -0.47849], [4.43049, -7.16366, 7.72245], [3.11700, -6.00311, 7.27450], [2.42393, -6.55169, 6.06281], [4.22133, -4.68239, 6.71815], [3.97053, -8.09251, 8.06804], [5.05783, -7.37208, 6.85259], [5.03427, -6.73848, 8.52759], [4.86179, -5.04584, 5.91077], [4.83222, -4.33977, 7.55661], [3.61315, -3.85199, 6.35160], [-6.75970, 2.05484, -0.51646], [-6.67830, 2.60708, -2.23727], [-5.55110, 3.59084, -2.34271], [-8.22176, 3.55034, -2.20019], [-5.86420, 1.46864, -0.29691], [-6.80002, 2.91831, 0.15171], [-7.64420, 1.42929, -0.37535], [-8.17069, 4.32063, -1.42676], [-9.05769, 2.87513, -2.00294], [-8.36291, 4.02454, -3.17436], [-3.99742, -2.12978, -4.06943], [-4.32658, -0.64971, -3.08260], [-5.71208, -0.18301, -3.41734], [-3.16431, 0.42050, -3.96416], [-4.64870, -2.93361, -3.71808], [-4.20500, -1.93015, -5.12333], [-2.95433, -2.42870, -3.94227], [-3.42405, 0.46093, -5.02484], [-2.14889, 0.03675, -3.84068], [-3.22488, 1.42486, -3.53828], [6.56853, 3.17594, -2.78756], [5.41737, 1.80879, -2.50735], [4.29679, 2.32938, -1.65721], [6.51956, 0.85864, -1.43227], [6.07500, 3.92297, -3.41376], [6.84830, 3.63039, -1.83422], [7.45800, 2.80454, -3.30183], [6.80235, 1.45793, -0.56335], [7.41077, 0.56439, -1.99151], [5.99135, -0.03730, -1.09747], [1.26383, 2.90228, -3.40576], [-0.18243, 3.89007, -2.95255], [-1.37131, 2.97572, -2.95210], [-0.23565, 4.85071, -4.48478], [1.46581, 2.19210, -2.60040], [1.06761, 2.35471, -4.33059], [2.12815, 3.55811, -3.53391], [-0.33835, 4.18129, -5.34238], [0.67858, 5.44167, -4.57720], [-1.09682, 5.52195, -4.44457]], "forces_ev_per_a": [[2.196, -1.639, -0.851], [-1.748, 0.425, 1.022], [1.797, -0.818, 1.484], [4.084, -0.688, 0.464], [2.803, -0.338, 0.234], [2.899, 2.205, -1.812], [-2.164, 2.007, -1.125], [0.085, 0.231, -1.036], [5.635, 2.893, -0.198], [-8.348, -4.034, -0.420], [1.257, 0.712, -2.144], [-4.835, -0.348, 0.163], [-1.506, -2.464, 2.010], [-0.035, 0.764, -1.356], [-0.340, -1.103, 1.046], [-0.053, 1.192, 3.710], [0.496, -1.953, -1.878], [1.892, 0.485, 2.289], [-2.166, -1.477, 1.326], [1.456, 2.194, -1.470], [-1.903, 0.877, 1.621], [1.779, 1.879, 0.058], [-1.896, 0.242, -0.060], [-1.262, -2.107, 0.338], [1.827, -0.449, -1.705], [-0.842, 1.848, -0.750], [-1.380, -0.394, -1.227], [0.008, -0.122, -0.045], [0.121, -0.126, -0.230], [0.356, 0.250, 0.261], [0.000, 0.050, -0.053], [-0.035, 0.186, -0.061], [-0.118, 0.072, 0.015], [-0.113, 0.021, -0.053], [-0.096, -0.068, 0.065], [-0.089, -0.077, -0.012], [0.051, -0.191, 0.122], [-0.006, 0.104, 0.146], [-0.090, 0.103, -0.270], [-0.241, -0.309, 0.331], [0.014, 0.205, 0.148], [-0.076, 0.033, -0.165], [0.009, 0.005, -0.088], [0.077, 0.032, -0.091], [0.045, -0.053, -0.051], [0.120, -0.014, -0.043], [0.135, -0.142, 0.103], [-0.074, -0.115, -0.041], [-0.200, 0.162, -0.409], [0.657, -0.298, 0.173], [-0.104, 0.079, 0.025], [0.048, 0.171, 0.016], [-0.020, 0.079, 0.119], [-0.063, 0.068, 0.038], [-0.091, -0.073, 0.113], [-0.083, 0.023, 0.075], [0.009, -0.139, -0.011], [-0.019, 0.098, 0.073], [0.040, 0.153, 0.026], [0.387, -0.106, 0.056], [-0.010, 0.068, 0.135], [-0.018, -0.190, 0.077], [-0.085, -0.092, -0.036], [-0.124, -0.037, 0.019], [-0.060, 0.029, -0.104], [-0.128, 0.011, 0.007], [0.027, 0.079, -0.151], [-0.051, -0.117, -0.054], [0.076, -0.012, -0.228], [0.418, 0.033, -0.049], [-0.146, 0.002, -0.069], [-0.031, 0.195, -0.058], [-0.100, 0.090, 0.041], [-0.098, -0.028, 0.104], [0.001, -0.022, 0.144], [-0.059, -0.074, 0.102], [0.100, -0.137, 0.103]], "lowdin_charge": [0.02, -0.15, -0.10, -0.48, 0.69, 0.03, -0.07, -0.13, -0.57, -0.10, 0.68, 0.05, -0.20, 0.94, -0.27, -0.37, 0.10, 0.08, 0.07, 0.13, 0.15, 0.13, 0.15, 0.07, 0.07, 0.05, 0.04, -0.27, 0.77, -0.59, -0.27, 0.05, 0.06, 0.05, 0.06, 0.06, 0.01, -0.26, 0.81, -0.56, -0.26, 0.00, 0.06, 0.06, 0.06, 0.05, 0.05, -0.27, 0.77, -0.58, -0.26, 0.05, 0.06, 0.05, 0.06, 0.05, 0.02, -0.26, 0.82, -0.59, -0.26, 0.05, 0.06, 0.06, 0.06, 0.06, 0.04, -0.27, 0.83, -0.58, -0.26, -0.01, 0.06, 0.05, 0.06, 0.05, 0.06], "charge": 1, "spin_multiplicity": 1}

# 2
{"formula": "C20H41Cl3N10O28", "method": "the ωB97M-V functional and the def2-TZVPD basis", "symbols": ["C", "C", "N", "C", "C", "N", "C", "C", "H", "H", "H", "H", "H", "H", "H", "H", "H", "H", "H", "Cl", "O", "O", "O", "O", "Cl", "O", "O", "O", "O", "Cl", "O", "O", "O", "O", "C", "N", "O", "O", "H", "H", "H", "C", "N", "O", "O", "H", "H", "H", "C", "N", "O", "O", "H", "H", "H", "C", "N", "O", "O", "H", "H", "H", "C", "N", "O", "O", "H", "H", "H", "C", "N", "O", "O", "H", "H", "H", "C", "N", "O", "O", "H", "H", "H", "C", "N", "O", "O", "H", "H", "H", "C", "C", "C", "C", "C", "C", "H", "H", "H", "H", "H", "H"], "positions_angstrom": [[0.45974, 2.36498, 1.11025], [-0.31580, 1.95599, -0.12171], [-0.51578, 0.50932, -0.15945], [-0.05837, -0.38769, -1.07991], [-0.52876, -1.61008, -0.75020], [-1.25784, -1.45380, 0.41619], [-1.20137, -0.16295, 0.76486], [-1.88135, -2.47322, 1.28222], [1.43645, 1.87477, 1.16600], [-0.04756, 2.09865, 2.04072], [0.62476, 3.43944, 1.15222], [0.14653, 2.25734, -1.05968], [-1.27399, 2.47377, -0.10997], [0.52214, -0.09949, -1.93917], [-0.53750, -2.60199, -1.17405], [-1.67101, 0.23495, 1.65496], [-2.97086, -2.50195, 1.25976], [-1.65763, -2.15227, 2.29947], [-1.42477, -3.43007, 1.06256], [-5.18280, -4.99341, 0.78889], [-6.00998, -6.08614, 1.26001], [-3.81267, -5.43590, 0.88701], [-5.51334, -4.67655, -0.56717], [-5.45007, -3.82763, 1.60439], [-4.20622, 1.16534, 3.49239], [-3.73440, 0.15399, 4.45231], [-3.01274, 1.95229, 3.15777], [-4.71367, 0.51958, 2.33121], [-5.24279, 1.98243, 4.06793], [-2.74798, -3.09333, -3.48702], [-2.20407, -3.91834, -2.43143], [-4.15338, -3.38926, -3.61537], [-2.56909, -1.69625, -3.09993], [-2.06348, -3.34762, -4.73202], [3.50799, 3.05273, -1.26793], [4.16830, 3.68186, -0.08721], [3.42340, 4.16659, 0.74965], [5.37661, 3.62118, -0.00305], [4.14880, 3.20778, -2.13379], [2.50109, 3.40977, -1.44563], [3.55828, 1.98882, -1.04587], [-0.28801, -6.08514, 2.02241], [-0.80732, -7.03069, 1.00260], [-1.74281, -7.71369, 1.31032], [-0.24573, -7.04591, -0.06816], [-0.85168, -6.19965, 2.93711], [-0.42368, -5.12405, 1.52915], [0.77258, -6.30703, 2.10760], [-2.79993, 1.17836, -4.61675], [-2.55657, 1.71897, -3.26057], [-3.34464, 1.49459, -2.38911], [-1.54720, 2.39618, -3.10923], [-3.87191, 0.99651, -4.55561], [-2.21838, 0.27492, -4.78169], [-2.50174, 1.92576, -5.34480], [3.47420, -3.98746, 0.72551], [2.61502, -3.95429, -0.47064], [3.19453, -4.08691, -1.53454], [1.42796, -3.84387, -0.33548], [4.32821, -4.60556, 0.46836], [2.92552, -4.27929, 1.61294], [3.87947, -2.98651, 0.87559], [0.27150, 0.62218, 5.54790], [0.60323, -0.51844, 4.66936], [-0.18700, -0.71938, 3.78158], [1.69481, -1.05178, 4.73860], [-0.07561, 1.42523, 4.91489], [1.16966, 0.83777, 6.12449], [-0.39390, 0.19395, 6.29927], [4.55818, -0.01384, 1.98249], [3.78579, -0.15867, 0.71535], [4.37541, -0.08460, -0.33663], [2.61956, -0.41807, 0.83838], [5.33416, -0.77573, 1.92760], [3.86368, -0.05101, 2.80971], [5.11447, 0.92154, 1.91099], [-1.83788, 4.59454, 3.26395], [-2.70261, 4.78411, 2.08982], [-2.33939, 4.45173, 0.99072], [-3.76831, 5.32117, 2.33573], [-1.51389, 5.59758, 3.54906], [-0.96665, 3.99114, 3.03862], [-2.42630, 4.23879, 4.10248], [2.13065, 6.75412, -0.61148], [0.84458, 6.14470, -0.14967], [0.52494, 5.07058, -0.59996], [0.17552, 6.81698, 0.61036], [2.76854, 5.88345, -0.72223], [2.44854, 7.44481, 0.15698], [1.92036, 7.18745, -1.58458], [2.17030, -1.38359, -3.77309], [2.65378, -0.07674, -3.62875], [2.06244, 0.94822, -4.30980], [0.98416, 0.71950, -5.16395], [0.43414, -0.54618, -5.22646], [1.06228, -1.62553, -4.58464], [2.63646, -2.21383, -3.25940], [3.47182, 0.05569, -2.92857], [2.42377, 1.96720, -4.19912], [0.47795, 1.52078, -5.68587], [-0.41626, -0.71462, -5.87495], [0.71440, -2.65011, -4.57435]], "forces_ev_per_a": [[0.648, -0.012, 0.507], [-0.201, 0.384, 0.113], [-0.330, 0.025, 0.779], [0.200, -0.250, -1.032], [-0.893, -0.739, 0.802], [0.231, 1.061, 0.249], [-0.570, -0.575, -0.041], [0.110, 0.494, 0.464], [0.011, 0.002, -0.166], [-0.300, -0.130, -0.179], [-0.079, 0.014, -0.218], [0.211, -0.135, 0.060], [-0.164, -0.275, -0.060], [-0.058, 0.117, 0.010], [0.279, 0.250, -0.494], [-0.047, 0.203, -0.134], [0.030, -0.099, -0.758], [0.237, -0.291, 0.048], [-0.272, -0.031, -0.105], [-1.059, -0.378, 0.037], [-0.261, -0.116, 0.067], [0.718, 0.513, 0.201], [0.121, -0.084, -0.362], [0.660, 0.016, 0.273], [0.871, -1.417, 1.130], [-0.615, 0.781, -0.376], [-0.271, 0.486, -0.218], [0.056, -0.099, -0.660], [0.462, 0.326, 0.201], [-1.084, -0.240, 1.334], [0.510, 0.074, -0.258], [0.476, 0.332, -0.436], [0.155, 0.085, -0.486], [0.352, 0.121, -0.407], [0.765, -0.423, -0.434], [-0.793, 0.104, 0.023], [0.464, 0.004, -0.019], [-0.091, 0.033, -0.003], [0.025, 0.135, 0.089], [-0.070, 0.114, 0.441], [-0.341, -0.103, -0.093], [0.084, 0.254, -0.750], [-0.131, -0.126, 0.298], [-0.492, -0.604, 0.215], [0.464, 0.058, -0.438], [-0.039, 0.068, 0.011], [0.104, 0.107, 0.450], [-0.003, 0.075, 0.191], [-0.770, -0.013, 0.158], [1.070, 0.344, 0.006], [-0.487, -0.243, 0.249], [0.396, 0.082, -0.085], [0.152, -0.356, -0.721], [-0.174, -0.162, 0.455], [-0.140, 0.167, 0.097], [0.768, 0.444, 0.303], [0.102, -0.484, -0.402], [0.079, 0.217, -0.096], [-0.358, 0.154, 0.265], [-0.172, -0.295, 0.207], [-0.138, -0.175, -0.160], [-0.270, 0.093, -0.093], [0.802, -0.917, 1.448], [0.308, 0.899, -1.715], [-0.397, -0.520, -0.010], [0.289, -0.330, 0.698], [-0.470, 0.010, 0.227], [0.129, 0.327, -0.379], [-0.698, 0.541, -0.435], [0.776, 0.493, -0.683], [-0.068, -0.439, 0.835], [0.574, 0.298, -0.550], [-0.804, -0.014, -0.097], [-0.286, -0.278, 0.372], [0.109, -0.211, 0.111], [-0.294, 0.148, 0.099], [0.652, 0.613, 0.695], [-0.989, 0.099, 0.372], [0.464, -0.197, -0.195], [0.094, 0.078, -0.153], [0.087, 0.059, -0.242], [-0.249, -0.196, -0.152], [-0.126, -0.432, -0.346], [-0.320, -1.061, -0.001], [-0.432, 0.703, 0.016], [0.207, -0.125, -0.154], [0.028, -0.125, 0.148], [0.354, 0.365, -0.026], [0.113, 0.142, -0.171], [0.061, 0.250, 0.088], [-0.321, 0.398, -0.513], [0.294, -1.287, 0.608], [-0.142, 1.134, -0.543], [-0.353, -0.236, 0.624], [0.430, -0.821, -0.564], [0.333, 0.284, 0.817], [0.021, 0.045, 0.100], [0.046, 0.324, -0.135], [0.062, -0.050, 0.014], [0.201, 0.165, 0.034], [-0.109, -0.175, 0.172], [-0.517, 0.154, -0.465]], "lowdin_charge": [-0.07, -0.16, -0.02, -0.02, -0.01, -0.02, -0.01, 0.06, 0.06, 0.06, 0.05, 0.10, 0.11, 0.11, 0.11, 0.15, 0.11, 0.08, 0.07, 0.61, -0.41, -0.40, -0.36, -0.39, 0.64, -0.40, -0.43, -0.34, -0.36, 0.63, -0.37, -0.35, -0.40, -0.40, 0.05, -0.44, 0.04, 0.06, 0.10, 0.09, 0.07, 0.05, -0.46, 0.09, 0.05, 0.10, 0.07, 0.09, 0.04, -0.44, 0.11, 0.01, 0.11, 0.07, 0.09, 0.05, -0.43, 0.05, 0.09, 0.10, 0.10, 0.08, 0.06, -0.45, 0.08, 0.03, 0.10, 0.09, 0.11, 0.06, -0.46, 0.04, 0.08, 0.10, 0.09, 0.10, 0.01, -0.44, 0.07, 0.06, 0.10, 0.07, 0.09, 0.05, -0.43, 0.07, 0.07, 0.06, 0.10, 0.10, -0.08, -0.12, -0.12, -0.10, -0.08, -0.05, 0.09, 0.08, 0.09, 0.10, 0.10, 0.11], "charge": -2, "spin_multiplicity": 1}

Lowest unoccupied orbital energy list, top to bottom, in eV: -4.60; 2.30
DFT total energy list, top to bottom, in eV: -240755.7762; -131160.7620
HOMO-LUMO gap list, top to bottom, in Ha: 0.2015; 0.2063